A) 83
Properties=species:S:1:pos:R:3 method="wB97M-V/def2-TZVPD" e_homo_ev=-11.780 gap_ev=3.29 total_charge=+2 spin_multiplicity=1 lumo_energy_ev=-8.5
N -6.0920 4.3658 -4.3726
C -5.9705 4.5331 -3.0578
C -5.3144 3.5923 -2.2650
C -4.5581 2.5727 -2.8913
C -4.8479 2.3277 -4.2606
C -5.5915 3.2853 -4.9605
C -3.4617 1.9170 -2.1563
Be -1.5765 0.9271 -1.1748
P 4.8155 -0.8991 0.3522
C -2.1506 1.8340 -2.6471
C -1.0126 2.3664 -1.9081
C 0.2757 1.8169 -2.1777
C 1.3544 2.0650 -1.3329
C 1.1068 2.6262 -0.0651
C -0.1952 2.9907 0.2896
C -1.2687 2.8841 -0.6092
Br 2.4809 2.6892 1.2004
H -3.7155 1.6490 -1.0992
H -1.9565 1.4729 -3.6606
H -5.2715 3.7162 -1.1844
H -4.4877 1.4246 -4.7571
H -6.3945 5.4359 -2.6181
H -5.7629 3.1623 -6.0379
H 0.4055 1.3100 -3.1269
H -2.2149 3.3933 -0.4310
H 2.3863 1.7951 -1.6147
H -0.4460 3.3482 1.2910
P -0.8691 -1.6831 0.2276
C 5.3671 0.8394 0.4300
C 6.8055 1.1115 -0.0354
H 5.2497 1.1557 1.4731
H 4.6323 1.4035 -0.1548
H 7.0328 2.1806 0.0810
H 7.5217 0.5525 0.5792
H 6.9715 0.8387 -1.0845
C 3.9913 -1.0020 -1.2625
C 4.8110 -1.9668 -2.1255
H 3.9725 0.0079 -1.6943
H 2.9597 -1.3470 -1.1145
H 4.3963 -2.0470 -3.1335
H 5.8517 -1.6325 -2.2121
H 4.8251 -2.9683 -1.6817
C 3.5816 -1.1456 1.6757
C 4.2876 -1.7017 2.9197
H 2.8413 -1.8601 1.2879
H 3.0705 -0.1863 1.8407
H 3.6149 -2.3489 3.4919
H 5.1615 -2.2949 2.6189
H 4.6308 -0.8912 3.5722
C -0.5852 -3.2091 1.3189
C -1.6033 -4.3467 1.3652
H -0.4343 -2.7807 2.3232
H 0.3956 -3.6091 1.0267
H -2.5217 -4.0437 1.8835
H -1.8597 -4.7057 0.3592
H -1.1584 -5.1840 1.9243
C 0.2755 -2.0872 -1.1908
C -0.2957 -2.1889 -2.6024
H 0.8216 -3.0054 -0.9210
H 1.0053 -1.2625 -1.1255
H -1.1946 -2.8203 -2.6313
H -0.5311 -1.1922 -3.0058
H 0.4695 -2.6456 -3.2471
C -2.5286 -2.0573 -0.5196
C -3.6844 -1.9328 0.4690
H -2.4969 -3.0745 -0.9505
H -2.6700 -1.3302 -1.3469
H -4.5677 -1.5303 -0.0346
H -3.9833 -2.9099 0.8586
H -3.4718 -1.2711 1.3151
C -2.2945 0.6324 3.5504
P -0.5586 0.0382 3.3000
C 0.3067 1.3888 4.1945
C -0.4406 -1.2376 4.6327
H -2.2995 1.7272 3.4430
H -2.6584 0.3454 4.5488
H -2.9463 0.1966 2.7784
H 0.0727 1.2997 5.2622
H 1.3904 1.3096 4.0534
H 0.0012 2.3750 3.8291
H -0.5628 -0.7613 5.6083
H -1.1807 -2.0341 4.5207
H 0.5464 -1.7089 4.5864

---

B) 83
Properties=species:S:1:pos:R:3 method="wB97M-V/def2-TZVPD" e_homo_ev="-12.349 / -12.350" gap_ev="3.65 / 3.66" total_charge=+2 spin_multiplicity=1 lumo_energy_ev="-8.7 / -8.7"
N -5.5934 2.9678 -3.8951
C -5.5807 3.1891 -2.5880
C -4.5558 2.6865 -1.7847
C -3.5788 1.8677 -2.3744
C -3.6169 1.6156 -3.7624
C -4.6735 2.2084 -4.4865
C -2.4707 1.4894 -1.4928
Be -1.3851 0.2012 -1.4858
P 3.6303 -0.8978 -0.0072
C -1.0981 1.7195 -1.8854
C -0.0415 1.8527 -0.8489
C 1.2759 1.8496 -1.3412
C 2.2749 2.6295 -0.7522
C 2.0753 3.2618 0.4968
C 0.7417 3.2604 0.9878
C -0.2510 2.4659 0.4101
Br 3.4686 4.0245 1.4303
H -2.7412 1.4786 -0.4244
H -0.8045 1.7983 -2.9430
H -4.4373 3.0553 -0.7783
H -2.8320 1.0867 -4.3177
H -6.3528 3.8291 -2.1581
H -4.7406 2.1091 -5.5819
H 1.4458 1.2824 -2.2677
H -1.2324 2.3541 0.8733
H 3.2599 2.6521 -1.2334
H 0.4673 3.9252 1.8057
P -1.5723 -1.6768 -0.4635
C 4.6687 0.5982 0.1918
C 6.1459 0.6199 -0.1907
H 4.5730 0.9397 1.2334
H 4.1507 1.3331 -0.4309
H 6.5431 1.6424 -0.0664
H 6.7433 -0.0298 0.4578
H 6.3030 0.3346 -1.2384
C 3.1564 -0.7924 -1.7536
C 4.2056 -1.5345 -2.6141
H 3.0856 0.2665 -2.0245
H 2.1723 -1.2630 -1.8938
H 3.8597 -1.6472 -3.6513
H 5.1650 -0.9973 -2.6334
H 4.3845 -2.5403 -2.2061
C 2.5622 -0.5384 1.4477
C 3.3247 -1.1613 2.6335
H 1.5573 -0.9575 1.3177
H 2.4707 0.5539 1.5496
H 2.6592 -1.6645 3.3376
H 4.0405 -1.9144 2.2745
H 3.8996 -0.4114 3.1890
C -0.9472 -2.4322 1.0792
C -1.4509 -3.8624 1.2509
H -1.2220 -1.7918 1.9506
H 0.1572 -2.4283 1.0368
H -2.4418 -3.9009 1.7191
H -1.5123 -4.3820 0.2881
H -0.7503 -4.4151 1.8831
C -0.1608 -1.8542 -1.6239
C -0.4966 -2.1792 -3.0740
H 0.5020 -2.5915 -1.1563
H 0.3741 -0.8688 -1.5748
H -1.3243 -2.9000 -3.1330
H -0.7620 -1.2850 -3.6641
H 0.4019 -2.6212 -3.5250
C -3.1320 -2.5054 -0.8859
C -4.1727 -2.0951 0.1788
H -2.9645 -3.5937 -0.9296
H -3.4189 -2.1642 -1.8917
H -5.0409 -1.6115 -0.2877
H -4.5130 -2.9733 0.7374
H -3.7823 -1.3777 0.9151
C -2.2660 0.7281 3.4697
P -0.5648 0.0391 3.2398
C 0.4530 1.4192 3.8888
C -0.4927 -1.1100 4.6685
H -2.2462 1.8150 3.2855
H -2.6287 0.5159 4.4913
H -2.9479 0.2592 2.7378
H 0.3492 1.4905 4.9814
H 1.5004 1.2208 3.6324
H 0.1539 2.3631 3.4177
H -0.6922 -0.5634 5.6009
H -1.2274 -1.9165 4.5319
H 0.5143 -1.5497 4.7004

---

Stability verdict: B), ahead by 26.0 kcal/mol

---

A) 17
Properties=species:S:1:pos:R:3 method="wB97M-V/def2-TZVPD" e_homo_ev=-3.795 gap_ev=7.65 total_charge=-1 spin_multiplicity=1 smiles="NCCCNC(=O)[O-]" lumo_energy_ev=3.9
N -0.3271 1.5946 -1.4206
C -0.4702 2.2607 0.0451
C -0.3298 1.3135 1.2522
C -0.9159 -0.1709 1.2682
N -0.6271 -0.9339 -0.0481
C 0.7279 -1.3713 -0.2796
O 1.6994 -0.6641 -0.1429
O 0.6954 -2.5172 -0.7367
H -1.2827 1.4002 -1.6387
H 0.1091 0.7387 -1.1889
H -1.4355 2.8088 -0.1178
H 0.1986 3.0647 -0.0341
H -0.8398 2.0177 2.0519
H 0.7615 1.0949 1.2647
H -0.5984 -0.8858 2.1425
H -2.0145 0.0568 1.3409
H -1.4499 -1.6627 -0.2187

---

B) 17
Properties=species:S:1:pos:R:3 method="wB97M-V/def2-TZVPD" e_homo_ev="-2.741 / -2.741" gap_ev="6.86 / 6.86" total_charge=-1 spin_multiplicity=1 lumo_energy_ev="4.1 / 4.1"
C 0.5220 -1.2003 1.8969
C -1.7701 0.4684 -1.3024
C -0.3632 -0.0448 1.3417
C -0.3201 0.1275 -0.9487
N 0.4977 1.1864 -1.1203
N 1.7803 0.9123 -1.2951
O 2.2868 -0.1054 -1.7657
O 2.5457 1.8256 -0.9352
H 0.3683 -2.0302 1.2847
H 0.4916 -1.5269 2.9284
H 1.5803 -0.9738 1.7762
H -2.3730 -0.0668 -0.6470
H -1.8099 1.4610 -1.1619
H -1.9336 0.1442 -2.2056
H -1.4982 -0.1802 1.4609
H -0.0476 0.8677 1.7685
H 0.0430 -0.8647 -1.0754

---

C) 17
Properties=species:S:1:pos:R:3 method="wB97M-V/def2-TZVPD" e_homo_ev=-3.847 gap_ev=7.78 total_charge=-1 spin_multiplicity=1 smiles="C[C@H](N)CNC(=O)[O-]" lumo_energy_ev=3.9
C 1.2341 -0.4177 -1.0659
C 0.9503 0.5509 0.1306
N 1.9526 0.5069 1.2385
C -0.5324 0.1061 0.7827
N -1.5472 0.5424 -0.1162
C -2.5216 -0.5080 -0.6706
O -3.3871 0.0581 -1.2727
O -2.1684 -1.6766 -0.6070
H 1.4457 -1.3891 -0.4531
H 0.3622 -0.6562 -1.8140
H 2.2246 -0.3295 -1.4699
H 0.7985 1.6367 -0.3608
H 2.4645 -0.4022 1.1474
H 1.3519 0.6265 2.1741
H -0.5473 0.8768 1.7209
H -0.4391 -1.0199 0.9739
H -1.6414 1.4948 -0.3380

---

Stability verdict: C), ahead by 4.2 kcal/mol

---

A) 17
Properties=species:S:1:pos:R:3 method="wB97M-V/def2-TZVPD" e_homo_ev=-3.972 gap_ev=7.71 total_charge=-1 spin_multiplicity=1 smiles="C[C@H](N)CNC(=O)[O-]" lumo_energy_ev=3.7
C 0.3177 -1.5630 0.0363
C 0.3726 -0.2638 0.8569
N 0.0606 -0.4507 2.2662
C -0.4588 0.8295 0.1845
N 0.1879 1.3459 -0.9929
C -0.3458 1.1495 -2.3207
O 0.2222 1.8140 -3.2087
O -1.3394 0.3914 -2.3896
H -0.7239 -1.9145 0.0256
H 0.6627 -1.3950 -0.9736
H 0.8122 -2.3680 0.5668
H 1.4202 0.0581 0.7955
H 0.8528 -0.8345 2.7568
H -0.7663 -0.9882 2.4767
H -0.6226 1.6223 0.9244
H -1.4077 0.4032 -0.1455
H 0.7557 2.1637 -0.8587

---

B) 17
Properties=species:S:1:pos:R:3 method="wB97M-V/def2-TZVPD" e_homo_ev=-3.297 gap_ev=7.36 total_charge=-1 spin_multiplicity=1 lumo_energy_ev=4.1
O 2.1094 -0.7964 1.8011
C 1.6714 -0.1764 0.8421
N 2.2493 0.9330 0.2993
C 0.3942 -0.6140 0.0727
C -0.6810 -0.9619 1.1103
N -0.0707 0.4026 -0.8487
C -1.8931 0.6614 -1.3863
O -2.7885 0.2651 -0.6192
H 2.8347 1.4709 0.9263
H 1.4887 1.3917 -0.2348
H 0.7149 -1.5548 -0.4026
H -1.5988 -1.2402 0.6023
H -0.3572 -1.7568 1.7818
H -0.9422 -0.0874 1.6869
H 0.2500 0.1968 -1.7830
H -1.6809 1.7228 -1.4836
H -1.7003 0.1437 -2.3646

---

Stability verdict: A), ahead by 45.0 kcal/mol

---

A) 8
Properties=species:S:1:pos:R:3 method="wB97M-V/def2-TZVPD" e_homo_ev=-11.037 gap_ev=10.73 spin_multiplicity=1 smiles="N=[S@@](=O)(F)C(=O)F" lumo_energy_ev=-0.3
N -0.8752 1.1976 -0.4595
S 0.1672 0.5006 0.2867
O 1.7628 1.0341 0.0525
F 0.0086 0.1058 1.8951
C -0.0242 -1.3615 -0.1843
O -0.2914 -2.2201 0.5662
F 0.3387 -1.4202 -1.4476
H -1.0865 2.1639 -0.7091

---

B) 8
Properties=species:S:1:pos:R:3 method="wB97M-V/def2-TZVPD" e_homo_ev=-11.799 gap_ev=10.64 spin_multiplicity=1 lumo_energy_ev=-1.2
C 2.3933 -0.1767 0.0288
N -0.7852 0.7463 -0.4277
O 1.5533 -0.8307 -0.3659
O 1.5714 1.6690 -0.1557
F 3.5134 0.0625 -0.6029
F 2.6257 0.0651 1.3374
S 0.1131 1.7959 0.0917
H -0.4686 0.0593 -1.1893

---

Stability verdict: B), ahead by 58.1 kcal/mol